Entry 1:
# C39H42Cl2N3S2Sb2TeZr

A molecular structure, C39H42Cl2N3S2Sb2TeZr (ωB97M-V/def2-TZVPD, the Open Molecules 2025 dataset).

Computed properties:
total energy = -113936.90548 eV
maximum force = 0.91 eV Å⁻¹
energy above the lowest of the compared OMol25 structures with the same formula, charge and spin = 0.731 eV
LUMO level = -9.219 eV
Kohn-Sham gap = 6.0 eV

Geometry as ORCA input:
```
! RIJCOSX wB97M-V def2-TZVPD def2/J DEFGRID3
* xyz 3 1
H 1.118 3.023 -2.777
C 1.034 -3.869 -3.978
H -5.252 5.139 -2.206
C -5.101 4.079 -2.058
C 0.443 -0.423 3.097
C 3.035 -4.961 -3.212
H -3.745 -3.437 0.681
H 6.562 -1.426 1.178
C -4.023 -2.919 -0.232
Sb -3.168 -0.976 -0.295
C -5.763 1.995 -1.073
H 4.394 1.175 3.793
C 2.153 4.844 0.253
C 3.131 5.409 -0.556
Cl -0.259 -1.978 -2.542
C -1.681 2.852 -0.452
Sb -0.983 1.482 -1.917
N -0.541 -2.607 1.305
C -0.123 -2.808 2.555
H -6.754 3.859 -0.706
H 2.178 1.777 4.846
H 6.311 -0.317 3.370
H 1.612 5.459 0.959
C 1.782 -0.832 4.820
C -4.637 -0.159 -1.622
H -0.039 -4.106 4.267
H -0.465 3.569 -3.379
H -1.394 -3.482 -0.366
H 4.879 -1.088 -0.583
H -5.544 -0.557 -1.165
C -2.706 1.401 -3.220
S -0.439 0.498 1.931
H -4.519 -0.658 -2.584
C 1.988 -3.303 -1.776
C 1.876 3.487 0.159
H 1.789 -3.010 4.536
C -0.316 -4.007 3.229
H -1.823 3.820 -0.931
H 0.341 2.174 -4.143
C -4.074 3.426 -2.722
C 3.561 3.265 -1.566
S 1.975 -2.393 -0.280
C 5.562 -0.173 2.604
N 1.148 0.146 4.078
H -1.030 -6.016 3.054
H 4.601 5.066 -2.078
C 5.704 -0.797 1.372
C -4.738 1.330 -1.740
H -3.429 3.988 -3.388
C 1.457 -2.020 4.286
H 2.426 -0.585 5.646
C -1.256 -4.901 1.223
H -4.967 -0.433 1.580
H -1.688 -5.703 0.643
C 4.476 0.657 2.844
C 3.520 0.860 1.858
C -0.882 -5.070 2.551
H -3.737 -3.510 -1.101
C -5.942 3.363 -1.220
H -6.453 1.431 -0.456
Cl 4.248 -4.479 -0.866
C 4.758 -0.601 0.376
C 3.671 0.223 0.633
C 1.048 -3.178 -2.787
H 0.409 1.838 5.069
Zr -0.094 -0.875 -0.202
H -3.383 -0.651 2.369
H 0.263 -3.705 -4.716
C 3.835 4.623 -1.456
H -2.645 2.513 -0.071
N 0.600 -1.771 3.213
H -2.371 1.946 -4.101
C 0.175 2.703 -3.205
H 1.125 3.044 0.804
H -3.769 0.881 1.557
C -1.086 -3.659 0.658
C 2.579 2.708 -0.753
H -5.103 -2.779 -0.241
C 1.215 1.577 4.385
C 2.058 -4.782 -4.181
H 1.120 2.143 3.462
H 4.115 2.666 -2.278
H -2.892 0.371 -3.518
C -3.873 2.059 -2.562
H 2.095 -5.353 -5.098
H 2.697 1.545 2.029
Te 2.309 0.630 -0.928
C -3.905 -0.198 1.529
H -0.967 2.948 0.362
C 3.003 -4.235 -2.033
H 3.838 -5.668 -3.366
H 3.347 6.465 -0.480
*
```



Entry 2:
# C39H42FIrN5O7SSiTe

A molecular structure, C39H42FIrN5O7SSiTe in a non-equilibrium geometry (ωB97M-V/def2-TZVPD, the Open Molecules 2025 dataset).

Computed properties:
total energy = -94451.77832 eV
maximum force = 2.40 eV Å⁻¹
LUMO level (spin up / spin down) = -4.820 / -6.300 eV
Kohn-Sham gap (spin up / spin down) = 6.7 / 6.0 eV
⟨S²⟩ = 8.770

Geometry as ORCA input:
```
! RIJCOSX wB97M-V def2-TZVPD def2/J DEFGRID3
* xyz 2 6
H 0.227 -6.391 0.343
C 3.756 -0.255 -5.159
H 5.685 3.327 2.535
H -5.199 -7.175 2.897
C 1.247 1.363 -4.449
C 1.344 1.489 -3.063
C 3.998 3.368 0.385
C -4.220 -3.783 1.536
H 0.663 -5.887 2.719
C -1.373 5.440 2.036
H -2.118 0.884 -4.498
H -6.267 -2.992 3.069
N 0.286 1.389 -2.247
C 1.054 2.039 2.686
H -8.094 -4.265 3.786
O 2.777 -2.877 -0.399
H 5.155 4.801 -2.259
O 1.900 -0.898 -0.845
C 5.433 5.306 -0.207
C 3.860 2.917 -5.251
C -0.926 1.188 -2.744
H 4.356 2.452 -0.092
H 4.497 6.381 -1.830
H -6.796 -7.437 2.176
H -0.162 1.025 -6.015
Ir 1.138 1.006 -0.214
H 7.519 4.905 3.012
C -2.992 -1.748 1.043
C 1.851 -2.089 -0.403
O -2.509 6.516 4.244
H 7.991 6.763 1.459
C -0.620 -1.740 0.384
H 3.440 3.091 1.275
C 5.901 4.132 1.847
H -2.013 6.300 1.914
C -6.083 -6.678 2.497
H -2.985 -0.677 0.926
C 6.456 6.203 0.078
H 1.290 -4.531 0.128
H -8.220 -5.194 2.293
C -0.587 -6.017 0.964
H -0.228 -7.398 2.576
C -4.153 -2.386 1.380
C -1.129 1.055 -4.107
H -6.573 -5.645 0.643
F -5.260 -1.629 1.539
H 1.520 2.151 -7.574
H -3.040 -5.553 1.524
O -0.656 -0.497 0.288
H 4.653 -0.330 -5.766
C 0.084 3.721 1.124
Te 2.736 4.394 -1.029
C 6.931 5.017 2.114
C -6.570 -3.746 2.340
C -5.721 -5.745 1.329
H 1.072 1.685 3.727
H -1.059 -5.920 3.079
H -5.933 -5.394 4.108
H 4.058 -0.306 -4.117
H 1.659 0.395 -7.580
H -7.231 -6.430 4.223
O 1.713 1.396 1.849
N -5.384 -4.455 1.888
C -0.027 1.139 -4.951
H -0.893 5.235 -0.036
H -1.734 1.133 -2.030
N -1.800 5.563 4.464
C -0.288 -6.324 2.428
C -7.518 -4.757 3.003
H -0.214 3.472 4.540
N -6.689 -5.846 3.577
C -1.838 -3.867 0.977
S 2.839 1.724 -2.214
C 7.200 6.060 1.237
O 0.669 3.209 0.090
H 6.671 7.009 -0.607
C -3.032 -4.488 1.365
O -1.582 5.081 5.554
C -1.163 4.933 3.328
H 3.023 1.385 -8.040
H 3.250 3.814 -5.202
H 4.428 2.847 -4.329
C -0.360 3.834 3.534
N -0.690 -4.584 0.736
C -1.817 -2.465 0.812
C 2.184 1.319 -7.355
H 4.571 3.055 -6.060
C 0.266 3.202 2.451
H -7.096 -3.237 1.523
C 0.407 -3.935 0.321
H -1.504 -6.511 0.635
Si 2.819 1.353 -5.559
H -4.894 -6.157 0.756
C 4.640 5.362 -1.473
C -0.763 4.848 0.964
H 3.148 -1.129 -5.369
C 5.137 4.281 0.700
C 0.502 -2.588 0.117
*
```



Entry 3:
# C39H42FeN6O6SSb

A molecular structure, C39H42FeN6O6SSb in a non-equilibrium geometry (ωB97M-V/def2-TZVPD, the Open Molecules 2025 dataset).

Computed properties:
total energy = -114115.81654 eV
maximum force = 1.71 eV Å⁻¹
energy above the lowest of the compared OMol25 structures with the same formula, charge and spin = 0.000 eV
LUMO level (spin up / spin down) = 2.343 / 2.343 eV
Kohn-Sham gap (spin up / spin down) = 7.7 / 7.8 eV
⟨S²⟩ = 6.008

Geometry as ORCA input:
```
! RIJCOSX wB97M-V def2-TZVPD def2/J DEFGRID3
* xyz -1 5
O 1.139 2.700 0.147
H -5.391 -2.723 4.238
H 2.709 2.582 2.670
C 0.954 3.135 -4.150
H -4.821 -1.422 -0.896
C 0.866 1.659 -4.578
H -1.250 -4.831 -2.067
H -0.988 -4.606 1.867
C -2.765 -3.346 -2.078
O -2.387 0.069 -1.441
C 1.677 -5.143 5.180
C 3.514 -4.189 4.004
H 0.395 3.879 -2.109
C 2.108 2.445 -2.037
H 1.032 -4.136 -1.374
C -2.079 -1.114 -1.560
H -4.407 -4.222 2.564
C -3.291 1.602 1.898
H -5.091 -2.344 -2.406
C -1.497 4.148 1.183
H 1.298 -5.837 5.921
H -1.727 -0.538 4.421
H -0.768 -5.056 5.794
H 1.902 3.602 -4.414
C 0.834 -1.333 5.831
C -0.676 -4.489 4.869
H -4.044 -0.869 5.176
H 2.360 0.706 6.497
C -2.484 4.268 -0.718
C 0.796 3.004 -2.622
C 2.334 1.799 3.312
N -3.095 -2.052 -1.887
C 1.344 -0.274 4.897
C 2.213 2.767 -0.506
O 2.471 -1.223 -1.626
H -3.573 -4.009 -2.356
S -2.073 0.537 1.650
H -1.215 -5.024 4.089
C 1.567 0.788 2.761
H 2.827 0.659 -3.098
C 3.035 -5.087 4.940
C 2.638 1.762 4.661
C -3.611 -1.545 4.452
H 2.983 2.908 -2.503
Sb 0.266 -1.869 2.278
N -4.162 2.335 2.121
O 1.180 0.021 -0.347
C 1.079 -0.264 3.527
C -4.465 -1.596 -1.917
C 2.001 0.953 -2.443
C -1.916 -4.157 1.513
N -0.838 -1.562 -1.414
C 1.254 -3.410 3.566
N 0.740 -3.187 -1.216
H 0.143 3.730 -4.571
O 3.302 3.142 -0.087
H 3.709 -5.733 5.486
H 0.145 0.014 -3.246
C 0.662 0.971 -3.213
C 2.623 -3.373 3.335
H -4.521 -0.646 -2.453
H -1.675 -3.588 0.618
H 1.604 -2.085 6.010
N -2.172 5.321 1.159
H -1.171 -3.533 5.002
C -3.808 -3.419 2.977
O -0.118 1.919 -2.501
C -1.739 -2.211 3.092
C 2.129 0.739 5.439
C 1.893 -0.153 -1.357
H 0.560 -0.891 6.789
H -3.409 6.253 -0.317
H -0.035 -1.826 5.410
C -2.305 -1.367 4.033
C -4.367 -2.575 3.923
H 1.465 -2.426 -1.175
H -2.770 3.954 -1.700
H -2.618 -4.946 1.248
H 3.004 -2.668 2.606
C -2.500 -3.244 2.549
H 1.362 0.827 1.701
H 3.262 2.525 5.110
H 0.014 1.480 -5.236
C -1.497 -3.795 -1.922
H 0.397 3.712 1.974
C 0.773 -4.325 4.508
H 4.573 -4.122 3.802
C -2.812 5.407 -0.050
H 1.770 1.313 -5.075
H -0.773 4.382 3.165
C -0.640 3.723 2.310
C -0.504 -2.837 -1.521
H -2.237 5.978 1.918
H -0.878 2.700 2.601
Fe -0.629 1.322 -0.196
N -1.674 3.498 0.056
*
```